A molecular structure, C25H47Cl2GaNO2P2S2 in a non-equilibrium geometry, computed with wB97M-V/def2-TZVPD.

Structure (XYZ):
```
82
Properties=species:S:1:pos:R:3:lowdin_charge:R:1
Ga -0.98072 0.68666 -0.39306 -0.29
Cl -0.22703 1.56602 -2.33761 0.20
P 0.09544 2.87797 0.40984 0.95
C -0.89512 4.29793 -0.25581 -0.53
C 0.09173 3.02913 2.25879 -0.53
C 1.80523 3.15074 -0.26142 -0.55
C -2.37455 3.92992 -0.45758 -0.15
H -0.43716 4.47379 -1.24523 0.10
C -0.73762 5.56511 0.58805 -0.13
H -1.33025 5.50920 1.51086 0.07
H -1.11115 6.41456 -0.00021 0.08
H 0.30370 5.78519 0.85208 0.05
H -2.50002 3.26717 -1.32326 0.04
H -2.95336 4.84785 -0.63640 0.08
H -2.79966 3.43285 0.42614 0.05
H 1.62479 3.15263 -1.34997 0.06
C 2.73666 1.97258 0.06782 -0.17
C 2.42039 4.50968 0.09871 -0.12
H 1.90983 5.34921 -0.39310 0.06
H 3.46458 4.52310 -0.24828 0.08
H 2.43395 4.69007 1.18510 0.07
H 2.20997 1.03816 0.32846 -0.02
H 3.43194 2.23856 0.88159 0.07
H 3.32262 1.71124 -0.82629 0.07
C -1.31155 2.70375 2.79294 -0.12
H 0.34743 4.08268 2.46114 0.09
C 1.13772 2.11704 2.90517 -0.13
H -2.06421 3.44532 2.49365 0.06
H -1.26788 2.68500 3.89078 0.08
H -1.63617 1.70627 2.45973 0.04
H 0.99280 1.07831 2.57343 0.01
H 0.99757 2.12896 3.99546 0.08
H 2.16797 2.42741 2.68689 0.06
Cl -0.42940 -0.66416 1.33778 0.21
H -2.39292 1.22186 -0.12397 -0.05
P -1.53786 -1.45897 -1.95560 1.01
C -0.70082 -1.72238 -3.60819 -0.53
C -1.65413 -3.14110 -1.14540 -0.52
C -3.27433 -0.97528 -2.41326 -0.54
C 0.78546 -1.35182 -3.55972 -0.18
H -1.23069 -1.00168 -4.25714 0.10
C -0.83141 -3.12641 -4.20023 -0.13
H -0.20420 -3.85125 -3.66326 0.08
H -0.45807 -3.07796 -5.23404 0.08
H -1.86021 -3.50231 -4.23249 0.05
H 0.90741 -0.27737 -3.37657 -0.02
H 1.26095 -1.60602 -4.52005 0.08
H 1.30646 -1.89290 -2.75351 0.00
H -3.09097 -0.06027 -3.00514 0.10
C -4.16904 -0.60310 -1.21072 -0.15
C -3.93231 -2.01412 -3.32502 -0.13
H -3.44859 -2.06433 -4.30739 0.06
H -4.98163 -1.73244 -3.48568 0.07
H -3.92601 -3.01905 -2.87758 0.07
H -3.62147 -0.47370 -0.26538 0.02
H -4.95159 -1.35995 -1.05061 0.07
H -4.65934 0.35815 -1.42540 0.08
C -0.24806 -3.52979 -0.65933 -0.15
H -1.96896 -3.84885 -1.93158 0.09
C -2.64014 -3.17300 0.02625 -0.12
H 0.43583 -3.82637 -1.46373 0.07
H -0.29533 -4.35138 0.07000 0.08
H 0.22695 -2.68490 -0.14280 -0.01
H -2.39687 -2.39477 0.76546 0.03
H -2.52228 -4.14352 0.53048 0.08
H -3.68691 -3.06374 -0.29003 0.06
O 4.15780 -5.36299 1.28545 -0.32
S 2.93499 -4.63234 1.51127 0.62
O 1.75663 -5.35009 1.94111 -0.33
N 2.57959 -3.58453 0.30070 -0.16
C 2.82695 -2.29387 0.58161 -0.86
S 2.83088 -1.25151 -0.71500 0.67
C 3.11422 -2.04546 2.00510 -0.20
C 3.22664 -0.88978 2.78694 -0.03
C 3.44126 -0.98311 4.16216 -0.09
C 3.60934 -2.23128 4.77115 -0.08
C 3.50739 -3.40513 3.99705 -0.05
C 3.25602 -3.28421 2.63809 -0.22
H 3.16005 0.09869 2.31245 0.09
H 3.49798 -0.07741 4.77262 0.10
H 3.81504 -2.30357 5.83560 0.09
H 3.60786 -4.38463 4.42916 0.11
```

For the largest force on an atom, the calculation gives 0.0465 hartree/bohr. The value obtained for the total energy is -5510.43461 Ha. The LUMO energy is 0.089 Eh. The net charge is -1.

A molecular structure, C20H45N2O2P2Ti in a non-equilibrium geometry, computed with wB97M-V/def2-TZVPD.

Structure (XYZ):
```
72
Properties=species:S:1:pos:R:3:lowdin_charge:R:1
Ti 0.90385 -0.10200 0.32119 0.65
P 0.16558 -2.05980 -1.13716 1.04
P 0.27633 2.25212 0.76208 1.05
N 2.43160 0.27344 -0.73168 -0.26
C 1.75433 -1.89732 -1.98880 -0.28
H 2.37167 -2.80167 -1.80783 0.10
H 1.52455 -1.88187 -3.06077 0.09
C 2.67018 -0.58924 -1.86921 -0.25
H 3.73973 -0.94644 -1.95025 0.13
H 2.66213 0.03850 -2.82021 0.13
C 2.52039 1.65590 -0.99927 -0.34
H 1.89002 1.88046 -1.90587 0.13
H 3.49889 2.06232 -1.31944 0.14
C 2.04649 2.54687 0.15468 -0.27
H 2.05058 3.55652 -0.26726 0.09
H 2.73126 2.58927 1.02594 0.11
C 0.38902 2.98412 2.45616 -0.52
C 0.82374 1.90603 3.45221 -0.12
H 1.80352 1.47131 3.21064 0.07
H 0.08094 1.09535 3.51492 0.08
H 0.89954 2.35754 4.45163 0.10
C -0.79410 3.42086 -0.21570 -0.50
C -2.29559 3.26499 0.09285 -0.10
H -2.87502 3.65012 -0.76083 0.10
H -2.59981 3.84026 0.97832 0.07
H -2.59589 2.21646 0.23436 0.06
C -1.19473 -2.39401 -2.37538 -0.49
C -2.49086 -2.95683 -1.76608 -0.09
H -3.26533 -2.92242 -2.54610 0.10
H -2.85803 -2.35774 -0.92212 0.07
H -2.38960 -4.00644 -1.45425 0.07
C 0.34152 -3.65602 -0.18659 -0.52
C -0.77802 -3.89011 0.83420 -0.10
H -0.35483 -4.43944 1.68912 0.08
H -1.58360 -4.51623 0.42267 0.08
H -1.22898 -2.96262 1.21846 0.06
C -1.06169 -0.16700 0.39016 -0.29
C -0.31512 4.87914 -0.11391 -0.09
H 0.53262 5.03894 0.56837 0.07
H 0.00356 5.24396 -1.10095 0.09
H -1.13036 5.53902 0.21264 0.09
C -0.73538 -3.24576 -3.58155 -0.09
H -1.60251 -3.76410 -4.01286 0.10
H -0.31469 -2.62255 -4.37877 0.08
H 0.00618 -4.01967 -3.33903 0.06
C 0.57035 -4.88333 -1.05885 -0.10
H 0.80687 -5.73738 -0.41020 0.10
H -0.32381 -5.16295 -1.62644 0.08
H 1.41698 -4.77575 -1.74527 0.08
C -0.86442 3.70495 2.95581 -0.08
H -1.75413 3.07018 2.90542 0.09
H -0.70676 3.96890 4.00706 0.10
H -1.04903 4.63510 2.41564 0.07
H 1.20084 3.72659 2.37164 0.12
H 1.27532 -3.46626 0.37139 0.10
H -0.65612 3.06890 -1.25597 0.11
H -1.43858 -1.38842 -2.74604 0.06
O -2.23779 -0.28003 0.60322 0.04
H -2.23809 0.71043 -2.46750 0.04
H -2.97024 0.49607 -2.58995 0.07
C 0.43879 -2.13284 3.92297 0.02
N 1.88611 -2.09135 3.64796 -0.12
C 2.86129 -2.66916 4.53884 -0.01
C 2.36472 -1.50564 2.55587 -0.17
O 1.56874 -0.94245 1.76852 -0.18
H 0.24837 -1.73114 4.93486 0.12
H 0.07728 -3.17602 3.86359 0.11
H -0.06426 -1.51860 3.16728 0.08
H 3.46150 -3.43962 4.04097 0.11
H 3.56027 -1.91642 4.92360 0.11
H 2.32465 -3.11562 5.37562 0.11
H 3.42727 -1.49164 2.33783 0.18
```

For the largest force on an atom, the calculation gives 0.1405 hartree/bohr. The value obtained for the total energy is -2580.62979 Ha. The LUMO energy (alpha / beta) is -0.250 / -0.249 Eh. The net charge is +2. The spin multiplicity is 2.

A molecular structure, C2H3NO3 in a non-equilibrium geometry, computed with wB97M-V/def2-TZVPD.

Structure (XYZ):
```
9
Properties=species:S:1:pos:R:3:nbo_charge:R:1
C 1.18117 0.19456 -0.11624 0.70
N -0.84411 -0.82636 -0.17184 -0.41
C -0.16899 0.87831 0.29713 0.28
O 0.79216 -1.01052 -0.52920 -0.35
O 2.28760 0.67654 -0.06931 -0.52
O -0.41890 1.20557 1.47170 -0.61
H -0.89898 -1.44036 0.64098 0.40
H -1.41041 -1.15369 -0.95660 0.39
H -0.51955 1.47595 -0.56661 0.13
```

For the largest force on an atom, the calculation gives 0.0730 hartree/bohr. The value obtained for the total energy is -358.35578 Ha. The LUMO energy is -0.040 Eh. Its energy above the lowest of the compared OMol25 structures with the same formula, charge and spin is 109.1 kcal per mole.

5 unconnected molecules or ions with the total composition C24H42NO14P in a non-equilibrium geometry, computed with wB97M-V/def2-TZVPD.

Structure (XYZ):
```
82
Properties=species:S:1:pos:R:3:lowdin_charge:R:1
C 3.05564 -2.13415 -1.26014 -0.11
C 1.50177 -1.98185 -0.96289 -0.25
C 0.72795 -2.17076 -2.31340 -0.23
C -0.77213 -2.66509 -2.14110 -0.25
P -2.03585 -1.30438 -2.34753 0.81
O -2.63554 -2.10256 -3.77439 -0.36
C -3.78459 -1.28138 -1.69387 -0.26
C -4.18919 -2.51695 -0.81596 -0.28
C -4.64811 -3.78285 -1.61722 -0.11
N -1.36241 -0.30260 -0.96816 -0.03
C -1.37791 -0.87559 0.09131 -0.52
O -1.52883 -1.38408 1.11381 0.15
H 3.24666 -2.64933 -2.23248 0.06
H 3.56097 -1.14168 -1.34309 0.07
H 3.56536 -2.75885 -0.48459 0.07
H 1.16872 -2.65197 -0.14249 0.10
H 1.36059 -0.92991 -0.60317 0.08
H 1.25141 -2.99578 -2.86127 0.09
H 0.80140 -1.26885 -2.95934 0.11
H -0.93274 -3.37525 -2.98584 0.07
H -0.90912 -3.28907 -1.22005 0.10
H -1.66687 -0.23280 -3.20831 0.08
H -2.98645 -2.98715 -3.58932 0.01
H -3.87817 -0.37852 -1.03419 0.08
H -4.50073 -1.12511 -2.53302 0.09
H -5.07307 -2.19136 -0.20649 0.11
H -3.41830 -2.83159 -0.07873 0.09
H -5.02554 -4.53672 -0.88408 0.08
H -5.39699 -3.58454 -2.41187 0.08
H -3.73691 -4.25238 -2.07678 0.06
C -0.48479 3.18858 0.11004 -0.02
C 0.87821 2.53887 0.19816 -0.33
C 1.71950 3.03894 1.33693 -0.10
O 3.04555 2.80269 0.85492 0.05
C 2.98157 2.85292 -0.50819 -0.55
O 3.92977 2.87589 -1.22479 0.16
O 1.68772 2.87631 -0.93368 0.09
H -0.97568 2.91915 -0.82665 0.08
H -1.12065 2.87891 0.94165 0.09
H -0.40367 4.27768 0.11967 0.08
H 0.77396 1.44880 0.22092 0.14
H 1.54040 2.49424 2.26344 0.13
H 1.60576 4.11067 1.52369 0.14
C -4.61672 6.57388 0.84144 -0.02
C -3.55123 6.01733 1.75615 -0.34
C -3.42176 6.74615 3.06352 -0.10
O -2.06139 6.49267 3.41192 0.07
C -1.38263 6.30320 2.24836 -0.55
O -0.19713 6.24512 2.16126 0.16
O -2.24381 6.19121 1.19423 0.08
H -4.54354 6.12085 -0.14853 0.09
H -5.61308 6.38296 1.24271 0.09
H -4.49484 7.65041 0.70459 0.09
H -3.70975 4.94454 1.90698 0.16
H -4.09532 6.36273 3.82872 0.14
H -3.55922 7.82724 2.97392 0.14
C 2.34572 -6.50543 -4.59053 -0.02
C 1.48936 -6.98033 -3.44033 -0.34
C 0.88947 -8.34488 -3.63970 -0.10
O -0.28063 -8.27847 -2.82156 0.07
C -0.64870 -6.96928 -2.76743 -0.55
O -1.67894 -6.57595 -2.32049 0.16
O 0.31817 -6.16895 -3.29589 0.07
H 2.60334 -5.45243 -4.46441 0.08
H 3.26633 -7.08702 -4.65681 0.09
H 1.81107 -6.58703 -5.53928 0.09
H 2.05394 -6.92162 -2.50421 0.16
H 1.54780 -9.14739 -3.30988 0.14
H 0.57889 -8.53665 -4.67050 0.14
C 4.88735 3.83480 3.98165 -0.01
C 4.55216 2.67297 4.88697 -0.34
C 3.08857 2.33401 4.93876 -0.11
O 2.96657 1.72515 6.22494 0.06
C 3.94860 2.25896 7.00683 -0.55
O 4.02682 2.11034 8.18320 0.17
O 4.82376 2.98648 6.25780 0.09
H 5.92562 4.13966 4.12214 0.09
H 4.73743 3.56833 2.93383 0.08
H 4.26950 4.70535 4.21351 0.09
H 5.15728 1.80155 4.61707 0.16
H 2.79068 1.64095 4.15254 0.13
H 2.43648 3.21214 4.90974 0.14
```

For the largest force on an atom, the calculation gives 0.0469 hartree/bohr. The SMILES is CCCC[PH](O)(CCC)N=C=O.C[C@@H]1COC(=O)O1.C[C@@H]1COC(=O)O1.C[C@@H]1COC(=O)O1.C[C@@H]1COC(=O)O1. The value obtained for the total energy is -2389.22047 Ha. The LUMO energy is 0.012 Eh.

2 unconnected molecules or ions with the total composition C4H3F2N3O4 in a non-equilibrium geometry, computed with wB97M-V/def2-TZVPD.

Structure (XYZ):
```
16
Properties=species:S:1:pos:R:3:nbo_charge:R:1
C -0.89666 0.26946 2.15088 0.23
C 0.94341 -0.24195 -0.23998 1.04
C 1.02284 -2.18417 -1.46221 -0.29
C -0.79938 1.08015 0.95567 -0.12
N -0.95087 -0.43061 3.03433 -0.29
N -0.01920 2.25019 0.92864 0.51
N -1.78727 1.19583 -0.07403 0.32
O 1.85763 0.46637 -0.29626 -0.40
O 0.79814 2.34500 1.76999 -0.37
O -0.15761 2.92918 -0.07872 -0.40
O 0.37909 -1.30576 -0.47514 -0.44
F -1.24625 0.62007 -1.23680 -0.26
F -2.84164 0.39412 0.20826 -0.21
H 0.73683 -2.32657 -2.49741 0.24
H 0.86077 -3.19489 -1.06256 0.23
H 2.10017 -1.86645 -1.62466 0.22
```

For the largest force on an atom, the calculation gives 0.0813 hartree/bohr. The value obtained for the total energy is -818.80102 Ha. The LUMO energy (alpha / beta) is -0.062 / -0.062 Eh. Its energy above the lowest of the compared OMol25 structures with the same formula, charge and spin is 50.9 kcal per mole.